C33H39BBeN4O2P2 as an isolated structure at a distorted geometry. Source: the OMol25 dataset; level of theory: ωB97M-V/def2-TZVPD.

Last column: Mulliken charge in e.
Positions of all 82 atoms, in Å:
Be (2.759, 0.110, -0.847)  -0.31
C (4.287, 0.480, -1.866)  0.12
C (3.286, 0.268, -2.753)  0.13
C (2.987, -0.952, -3.607)  -1.68
C (3.055, -2.280, -2.916)  -0.87
C (2.793, -2.324, -1.398)  -0.81
C (3.565, -1.683, -0.452)  0.70
C (5.074, -1.635, -0.673)  -1.23
C (5.391, -0.529, -1.702)  -0.98
C (-0.968, 0.381, 2.755)  -0.60
H (4.181, 1.392, -1.229)  0.13
H (2.754, 1.180, -3.038)  0.97
H (3.860, -0.970, -4.284)  0.53
H (1.975, -0.773, -4.085)  0.09
H (2.216, -2.850, -3.326)  0.35
H (4.026, -2.767, -3.135)  0.46
H (1.995, -3.001, -0.980)  0.41
H (3.272, -1.807, 0.610)  0.40
H (5.422, -2.605, -1.096)  0.27
H (5.549, -1.456, 0.310)  0.34
H (6.206, 0.044, -1.253)  0.40
H (5.550, -0.942, -2.739)  0.22
H (-0.855, -0.024, 3.790)  0.44
H (-0.049, 0.888, 2.498)  -0.18
H (-1.271, -0.329, 1.918)  -0.01
P (-0.437, -1.670, 0.347)  0.38
P (-1.133, 0.981, -0.566)  0.09
N (0.815, -2.827, 1.096)  0.90
N (-1.688, -2.853, 0.366)  0.83
N (1.007, 1.445, -0.449)  0.47
N (-1.603, 2.445, -1.489)  0.47
C (-0.125, -1.389, -1.485)  0.96
C (-0.502, -0.019, -2.021)  -1.26
C (1.451, -2.479, 2.293)  -0.90
C (2.082, -3.564, 2.867)  -0.52
C (1.823, -4.681, 1.998)  -1.02
C (1.045, -4.189, 0.951)  -0.41
C (-2.408, -3.100, 1.561)  -0.53
C (-3.558, -3.812, 1.251)  -0.81
C (-3.554, -4.042, -0.160)  -0.61
C (-2.409, -3.459, -0.675)  -0.50
C (1.393, 2.127, 0.878)  -0.27
C (2.616, 2.688, 0.673)  -0.84
C (2.720, 2.965, -0.792)  -0.56
C (1.627, 2.355, -1.346)  0.17
C (-1.238, 3.150, -2.639)  -0.19
C (-2.145, 4.168, -2.920)  -0.78
C (-3.172, 4.047, -1.940)  -0.69
C (-2.831, 3.006, -1.102)  -0.32
H (-0.693, -2.161, -1.972)  0.84
H (0.892, -1.624, -1.795)  -1.92
H (0.238, 0.306, -2.783)  0.54
H (-1.365, -0.041, -2.690)  0.56
H (1.350, -1.476, 2.611)  0.29
H (2.578, -3.569, 3.827)  0.48
H (2.149, -5.701, 2.143)  0.47
H (0.644, -4.657, 0.079)  0.62
H (-2.019, -2.740, 2.494)  0.49
H (-4.288, -4.201, 1.941)  0.45
H (-4.258, -4.598, -0.768)  0.43
H (-2.040, -3.428, -1.688)  0.53
H (0.575, 2.114, 1.697)  0.48
H (3.372, 3.011, 1.466)  0.30
H (3.357, 3.582, -1.422)  0.44
H (1.239, 2.495, -2.383)  -0.06
H (-0.360, 2.905, -3.199)  0.37
H (-2.068, 4.910, -3.717)  0.43
H (-4.063, 4.652, -1.848)  0.44
H (-3.309, 2.566, -0.250)  0.30
O (-3.353, 0.987, 2.372)  -0.67
B (-2.107, 1.440, 2.746)  1.16
O (-2.103, 2.734, 3.201)  -0.54
C (-3.411, 3.115, 3.131)  0.88
C (-3.969, 4.255, 3.651)  -1.03
C (-5.375, 4.253, 3.683)  -0.43
C (-6.152, 3.176, 3.209)  -0.57
C (-5.544, 2.029, 2.671)  -0.71
C (-4.177, 2.024, 2.659)  0.45
H (-3.355, 5.096, 3.985)  0.45
H (-5.865, 5.086, 4.161)  0.39
H (-7.252, 3.162, 3.318)  0.34
H (-6.103, 1.191, 2.272)  0.47

## Properties
Energy: -64556.809 eV
E_HOMO (alpha / beta): -4.822 / -4.720 eV
HOMO-LUMO gap (alpha / beta): 0.145 / 0.139 Eh
Relative energy (zero: lowest compared OMol25 entry of this formula, charge and spin): 2.706 eV